DFT (ωB97M-V/def2-TZVPD) results for C12H15AuF4N2O3S2 as an isolated structure in a non-equilibrium geometry.

The geometry in XYZ format:
```
39
Properties=species:S:1:pos:R:3:forces:R:3:nbo_charge:R:1
Au 0.54710 1.14519 0.21553 -0.2 0.0 -1.2 1.237
C 1.95204 0.78852 -3.30679 0.0 0.0 -0.1 -0.641
C 1.93016 -0.38316 -2.34483 0.0 -0.1 0.0 -0.217
N 0.75538 -0.42366 -1.43987 0.4 -0.1 0.5 -0.463
C -0.53401 -0.25860 -2.16449 0.0 0.0 -0.1 -0.257
C -0.80939 -1.32492 -3.21408 0.0 0.0 0.0 -0.641
C 0.80510 -1.65467 -0.62309 -0.1 -0.2 -0.2 -0.236
C -0.24424 -1.62734 0.46636 0.2 0.1 0.2 -0.245
N -0.02302 -0.41830 1.25410 -0.1 -0.2 0.7 -0.666
C -0.53590 -0.31531 2.54556 0.0 -0.1 -0.4 0.041
C 0.03561 0.57656 3.46134 0.1 0.0 0.2 0.294
F 1.09124 1.32028 3.10053 0.0 0.0 -0.1 -0.301
C -0.42123 0.69173 4.75858 0.0 0.0 -0.1 0.352
F 0.18827 1.56558 5.56598 0.0 0.0 0.0 -0.297
C -1.45778 -0.08408 5.23650 0.0 0.0 0.0 -0.347
C -2.02443 -0.97616 4.35355 0.0 0.0 -0.1 0.337
F -3.04527 -1.75003 4.74165 0.0 0.0 0.0 -0.301
C -1.59234 -1.08579 3.04361 -0.1 0.1 0.1 0.315
F -2.26250 -1.93689 2.24496 0.1 0.0 -0.1 -0.317
H 2.94627 0.85713 -3.74776 0.0 0.0 0.0 0.228
H 1.73682 1.72702 -2.80510 0.0 0.0 0.0 0.250
H 1.23698 0.66587 -4.12025 0.0 0.0 0.0 0.209
H 2.81398 -0.37365 -1.70556 0.0 0.0 0.0 0.209
H 1.95629 -1.32684 -2.90341 0.0 0.0 0.0 0.186
H -0.52382 0.73490 -2.60807 0.0 0.0 0.0 0.252
H -1.33082 -0.25060 -1.42200 0.0 0.0 0.0 0.214
H -0.05567 -1.33285 -4.00131 0.0 0.0 0.0 0.212
H -1.76957 -1.11155 -3.68319 0.0 0.0 0.0 0.237
H -0.86994 -2.32827 -2.79160 0.0 0.0 0.0 0.207
H 1.79511 -1.69902 -0.16637 0.0 0.0 0.0 0.216
H 0.68747 -2.55038 -1.24231 0.0 0.1 -0.1 0.202
H -0.08096 -2.49875 1.10534 -0.1 0.0 0.0 0.223
H -1.25618 -1.71899 0.06554 0.0 0.0 -0.1 0.197
H -1.81186 0.00872 6.25196 0.0 0.0 0.0 0.254
O 1.30941 2.73026 -0.79638 -0.3 0.1 -0.3 -0.957
S 0.03515 3.60366 -1.00875 0.4 -0.1 0.2 2.215
O 0.35826 4.98962 -0.95969 -0.1 0.0 0.1 -0.900
O -0.72096 3.12181 -2.13129 0.0 0.0 0.0 -0.951
S -0.81074 2.90297 0.77510 -0.2 0.3 0.4 -0.347
```
Forces are in eV/Å.

Properties
Frontier orbital gap: 6.76 eV
Electronic energy: -2132.9561 Ha
Lowest unoccupied orbital energy: -1.911 eV
Highest occupied orbital energy: -8.7 eV
Charge: 0
Relative energy (zero: lowest compared OMol25 entry of this formula, charge and spin): 9.54 kcal/mol

***

DFT (ωB97M-V/def2-TZVPD) results for a 2-piece molecular cluster, C12H15BN2 overall in a non-equilibrium geometry.

The geometry in XYZ format:
```
30
Properties=species:S:1:pos:R:3:forces:R:3:nbo_charge:R:1
B -0.96429 1.46407 -1.86913 -0.3 1.3 1.2 0.549
C -1.11751 -3.02835 -0.83325 0.9 1.1 0.8 -0.243
C -0.28172 -2.44973 -1.81189 -0.6 -0.5 -0.5 -0.188
C -0.96429 -2.65136 0.48602 0.4 1.4 0.8 -0.174
C 0.66126 -1.50795 -1.45192 -1.2 -0.9 0.3 -0.236
C -0.06750 -1.59902 0.87179 -1.0 -1.7 -1.2 -0.222
C -1.50626 1.38029 1.71320 -1.0 -0.8 -1.9 -0.107
C -0.73684 1.56328 0.63634 -1.2 1.1 -0.4 -0.038
C -2.70074 0.79132 0.01077 -1.1 0.3 0.2 0.196
C 0.75446 -1.07032 -0.07462 1.1 0.4 -3.4 -0.053
C 3.08547 1.78259 1.18494 -0.8 -1.0 0.1 -0.659
C 1.67870 0.06543 0.03578 -0.5 -0.3 0.7 -0.212
C 2.16572 0.50136 1.18349 2.0 1.0 -0.9 -0.159
N -2.74751 0.89605 1.31763 0.1 -0.5 -1.2 -0.438
N -1.46391 1.29395 -0.51349 -1.1 -1.3 -0.2 -0.655
H -1.60808 1.15945 -2.78944 -0.3 -0.5 -0.3 -0.078
H -2.00214 -3.58302 -0.97505 -0.5 -1.0 -1.0 0.217
H -0.39027 -2.67973 -2.89842 -0.1 0.0 1.1 0.212
H -1.65574 -3.04169 1.24135 0.3 0.1 -0.3 0.213
H 1.14545 -1.11793 -2.35827 0.5 0.4 1.1 0.220
H -0.14120 -1.12083 1.80801 0.0 0.1 1.2 0.221
H -1.29426 1.50587 2.70703 0.6 0.4 2.2 0.206
H 0.11936 2.12076 0.50495 1.8 0.6 0.0 0.213
H -3.64779 0.45578 -0.53896 2.1 0.6 0.3 0.221
H 3.42357 2.13428 2.20958 -1.0 0.0 -1.3 0.229
H 2.47687 2.43458 0.50895 0.7 0.5 1.3 0.218
H 4.01950 1.65558 0.61751 -0.2 -0.5 0.2 0.224
H 1.84582 0.55349 -0.91277 0.3 0.3 0.0 0.198
H -0.02441 2.23595 -2.01114 -0.2 -0.9 0.2 -0.077
H 1.93829 -0.14414 2.00100 0.2 0.2 1.1 0.204
```
Forces are in eV/Å.

Properties
Frontier orbital gap: 8.61 eV
Electronic energy: -600.5532 Ha
Lowest unoccupied orbital energy: 0.133 eV
SMILES: C/C=C/c1ccccc1.Bn1ccnc1
Highest occupied orbital energy: -8.5 eV
Charge: 0
Relative energy (zero: lowest compared OMol25 entry of this formula, charge and spin): 41.16 kcal/mol

***

DFT (ωB97M-V/def2-TZVPD) results for C12H15ClN2O2ReS as an isolated structure in a non-equilibrium geometry.

The geometry in XYZ format:
```
34
Properties=species:S:1:pos:R:3:forces:R:3:mulliken_spin:R:1
Cl -3.80339 -1.32926 0.30080 -0.6 -0.3 -0.4 1.022
C 1.32590 -1.53825 -2.65419 0.1 -0.4 -1.0 -0.042
C 2.17056 -0.42836 -2.98814 -0.1 -0.4 -0.9 -0.063
C 1.33532 0.63297 -3.45111 -0.2 -0.1 -0.3 0.170
H 3.25577 -0.41483 -2.98879 -0.2 0.0 0.2 -0.002
C -0.03709 0.19581 -3.43347 0.2 -0.6 0.4 0.034
C -0.05023 -1.15094 -2.91067 0.0 0.3 -0.8 0.065
H -0.95391 -1.73382 -2.75802 0.3 -0.1 -0.1 0.013
H 1.67058 -2.52653 -2.37509 0.0 0.1 0.0 0.001
H 1.65501 1.60814 -3.80896 0.1 -0.2 0.2 0.028
C -1.22188 1.02867 -3.78219 -0.4 0.2 0.0 -0.009
Re 0.80854 0.08382 -1.30120 -0.3 1.3 0.7 1.389
C 2.43355 0.57495 -0.35115 4.2 2.0 3.1 0.017
C 0.70633 -1.43214 -0.11874 -0.8 -3.8 3.5 -0.010
O 3.36782 0.87484 0.28477 -3.3 -1.3 -2.5 0.091
O 0.65138 -2.33158 0.62570 0.3 3.0 -2.6 0.066
H -1.10191 2.05130 -3.39914 -0.1 -0.2 -0.2 -0.002
H -2.13997 0.59484 -3.35821 0.3 0.2 -0.2 0.000
H -1.34485 1.09752 -4.87371 0.1 -0.1 0.3 0.008
S -0.70542 1.46125 -0.15049 -0.2 0.2 -0.2 0.229
C -0.66086 0.81629 1.48879 0.3 0.0 0.8 -0.002
N -1.51451 -0.10402 1.86526 -0.5 -0.2 -1.4 0.009
C -1.44890 -0.77081 3.15530 0.0 -0.6 0.2 0.000
C -0.74825 0.10914 4.16430 -0.4 0.2 0.5 0.001
C 0.53250 0.69427 3.62398 0.4 0.1 0.2 0.003
N 0.26455 1.29725 2.31847 0.0 -0.2 -1.0 0.011
H -2.22659 -0.48178 1.17180 1.3 0.8 1.0 -0.026
H -0.91945 -1.72622 3.02568 -0.1 0.2 0.0 0.002
H -2.47853 -0.99898 3.44435 0.2 0.0 0.1 -0.003
H -0.53617 -0.46985 5.06364 0.0 0.1 0.0 0.000
H -1.42151 0.92194 4.44551 0.0 0.0 0.1 0.000
H 1.31245 -0.07514 3.53178 -0.1 0.2 -0.1 0.001
H 0.91720 1.48847 4.26838 -0.1 -0.2 0.0 -0.001
H 0.90596 1.98103 1.92474 -0.2 -0.1 0.3 0.002
```
Forces are in eV/Å.

Properties
Frontier orbital gap (spin up / spin down): 9.08 / 6.45 eV
Electronic energy: -1662.3032 Ha
Multiplicity: 4
⟨S²⟩: 3.76
Lowest unoccupied orbital energy (spin up / spin down): -6.521 / -10.425 eV
Highest occupied orbital energy (spin up / spin down): -15.6 / -16.9 eV
Charge: +2
Relative energy (zero: lowest compared OMol25 entry of this formula, charge and spin): 1.73 kcal/mol

***

DFT (ωB97M-V/def2-TZVPD) results for one molecule with the formula C12H15ClN2O6S in a non-equilibrium geometry.

The geometry in XYZ format:
```
37
Properties=species:S:1:pos:R:3:forces:R:3:nbo_charge:R:1
C -4.89479 -1.82877 0.32054 0.1 0.4 -0.1 -0.635
C -5.18725 -0.35073 0.11940 -0.5 -0.3 -0.2 -0.076
H -5.60896 -0.16605 -0.87345 0.0 0.0 0.2 0.208
H -5.86338 0.03046 0.88952 0.1 0.0 -0.1 0.186
O -3.98177 0.41356 0.24960 -0.1 0.0 0.4 -0.534
C -3.38435 0.83099 -0.86420 0.0 0.4 -0.3 0.809
O -3.83632 0.74621 -1.97203 0.0 0.0 -0.1 -0.594
C -2.06568 1.54244 -0.51537 -0.1 0.1 -0.7 0.010
N -1.43678 0.90072 0.63080 0.2 -0.6 0.1 -0.863
S -1.15445 -0.73584 0.49542 0.8 0.0 0.4 2.324
O -1.31296 -1.31298 1.79459 0.0 0.2 0.2 -0.924
O -1.84447 -1.32259 -0.61548 0.2 0.2 -0.2 -0.939
C 0.60200 -0.74206 0.09947 -0.4 -0.1 0.0 -0.326
C 1.45203 0.08793 0.79325 0.3 0.1 0.1 -0.168
C 2.81505 0.07559 0.51200 -0.7 -0.7 -0.5 0.059
C 3.32187 -0.77381 -0.47790 -0.2 0.1 0.2 -0.037
C 2.44146 -1.60130 -1.17288 0.1 0.1 0.2 -0.223
C 1.09029 -1.58907 -0.88153 -0.1 0.0 0.0 -0.143
H 0.39582 -2.22175 -1.41171 0.0 -0.1 -0.1 0.251
H 2.83208 -2.24845 -1.94164 0.1 0.0 -0.1 0.242
Cl 4.98206 -0.79553 -0.89958 0.1 -0.2 -0.3 0.083
N 3.65321 0.97771 1.27904 0.1 0.1 0.1 0.519
O 3.11607 1.97418 1.70697 -0.2 0.5 0.2 -0.373
O 4.80878 0.67909 1.45161 0.3 -0.1 0.2 -0.347
H 1.07005 0.75075 1.55407 0.1 0.1 0.0 0.269
H -1.92208 1.08666 1.49701 -0.1 -0.2 0.2 0.423
C -2.39692 2.99324 -0.15340 0.1 -0.3 0.1 -0.601
H -2.85764 3.48708 -1.00474 0.0 0.0 -0.1 0.233
H -3.08608 3.02823 0.68748 -0.1 0.0 0.1 0.217
H -1.48456 3.51996 0.11456 0.1 0.1 0.0 0.224
C -1.11474 1.48078 -1.70638 -0.2 0.1 0.0 -0.617
H -0.92509 0.44561 -1.97432 0.1 0.0 -0.2 0.229
H -0.17740 1.97141 -1.45726 0.1 0.1 0.0 0.216
H -1.57292 1.97600 -2.55773 0.0 0.0 -0.1 0.238
H -4.17173 -2.16061 -0.42008 0.0 -0.1 0.0 0.232
H -4.47041 -1.99709 1.30721 0.0 -0.1 0.1 0.216
H -5.81236 -2.40109 0.21704 -0.1 -0.1 0.0 0.214
```
Forces are in eV/Å.

Properties
Frontier orbital gap: 9.23 eV
Electronic energy: -1885.5134 Ha
Lowest unoccupied orbital energy: -0.806 eV
SMILES: CCOC(=O)C(C)(C)NS(=O)(=O)c1ccc(Cl)c([N+](=O)[O-])c1
Highest occupied orbital energy: -10.0 eV
Charge: 0

***

DFT (ωB97M-V/def2-TZVPD) results for one molecule with the formula C12H15ClO in a non-equilibrium geometry.

The geometry in XYZ format:
```
29
Properties=species:S:1:pos:R:3:forces:R:3:mulliken_spin:R:1
C -1.74288 -2.84463 -1.79450 -3.5 -2.4 -0.2 -0.033
C -2.60655 -2.50182 -0.69783 3.0 -2.5 -3.5 0.406
C -0.82229 -1.98899 -2.32401 -1.0 1.0 2.5 0.450
C -2.47020 -1.26410 -0.13166 -0.1 5.5 3.1 0.380
C -0.43998 -0.82569 -1.49180 0.8 1.1 -0.4 -0.048
C -1.51136 -0.27409 -0.53568 -0.8 -3.8 -0.8 0.070
C 0.90560 -1.17865 -0.74160 0.2 1.5 1.0 0.057
C 1.54170 0.18950 -0.40258 -0.7 -1.2 0.0 0.028
C 2.20695 2.15954 2.78749 -2.1 -4.1 0.0 0.000
C 1.75077 1.98272 1.28392 3.8 3.2 0.6 0.007
C 1.31162 0.66678 0.82701 1.4 -0.2 -1.7 -0.014
C -1.42101 1.03836 -0.14724 -1.0 1.6 1.1 0.466
O -0.73953 2.02312 -0.79415 -0.7 -0.7 0.6 0.083
Cl -2.53600 1.69134 1.11130 0.8 -0.5 -0.9 0.033
H -2.01127 -3.79320 -2.39613 0.7 1.4 1.3 0.013
H -3.25550 -3.18281 -0.23400 -0.8 -1.0 0.1 0.034
H -0.14829 -2.25841 -3.05756 1.0 -0.6 -1.6 0.019
H -3.23852 -1.06175 0.72196 1.6 0.2 -1.7 0.017
H -0.03861 -0.05437 -2.19214 -0.7 0.0 0.4 0.038
H 1.50634 -1.67237 -1.50503 0.2 -0.5 0.4 -0.010
H 0.81620 -1.72187 0.25399 -0.2 0.1 -1.6 0.000
H 1.96477 0.69720 -1.29841 -0.1 0.1 1.2 -0.001
H 3.10398 1.55292 3.03069 -0.5 -0.1 -0.5 0.000
H 1.39205 1.73735 3.44520 0.8 0.7 -0.3 0.000
H 2.49116 3.09314 3.10616 0.1 2.6 0.3 0.000
H 2.85207 2.23117 0.89577 -2.6 -0.5 -0.5 -0.001
H 1.07661 2.82743 0.93196 0.8 -0.9 0.6 -0.001
H 0.80973 0.00262 1.48241 -0.5 -0.4 0.9 0.007
H -0.74753 2.72956 -0.13356 0.3 0.4 -0.4 0.001
```
Forces are in eV/Å.

Properties
Frontier orbital gap (spin up / spin down): 6.18 / 7.35 eV
Electronic energy: -1001.4782 Ha
Multiplicity: 3
⟨S²⟩: 2.03
Lowest unoccupied orbital energy (spin up / spin down): 0.710 / -1.775 eV
Highest occupied orbital energy (spin up / spin down): -5.5 / -9.1 eV
Charge: 0

***

DFT (ωB97M-V/def2-TZVPD) results for C12H15ClO3Zr as an isolated structure in a non-equilibrium geometry.

The geometry in XYZ format:
```
32
Properties=species:S:1:pos:R:3:forces:R:3:nbo_charge:R:1
Cl 3.40202 2.51019 -1.80252 -1.2 -1.0 0.6 -0.366
C -0.68776 1.86266 1.17679 -1.2 0.4 -1.1 -0.295
C -1.77453 1.25797 0.42340 1.0 1.4 0.2 -0.271
C -1.66103 1.69266 -0.93754 0.3 0.8 0.9 -0.383
H -2.64702 0.76930 0.85945 0.5 -0.3 -0.2 0.295
C -0.56173 2.62325 -1.03587 -0.7 0.3 1.2 -0.114
C 0.06446 2.69875 0.27174 -1.5 0.0 -0.3 -0.391
H 0.86380 3.38290 0.52172 0.3 -0.2 0.0 0.321
H -0.61384 1.84982 2.26736 0.4 -0.3 -0.4 0.303
H -2.39438 1.52775 -1.71133 0.1 -0.2 -0.2 0.298
C -0.13574 3.34411 -2.25909 0.6 -0.2 -0.7 -0.679
Zr 0.42794 0.57376 -0.58748 3.1 -1.5 1.7 2.082
C -0.18630 -1.03708 -2.28527 -0.8 -5.1 -3.8 0.474
O -0.30027 -1.98168 -2.94793 0.5 4.7 3.2 -0.245
C 2.98756 0.76676 -0.47610 -0.9 0.6 -0.4 0.299
O 3.95501 0.25365 -0.15408 -0.2 -0.2 0.2 -0.397
H -0.41042 2.75102 -3.15034 0.1 0.4 0.2 0.242
H 0.96411 3.45870 -2.23636 -0.5 0.2 -0.2 0.292
H -0.60279 4.34452 -2.35202 0.1 -0.5 0.2 0.306
C 0.23735 -3.44232 0.83086 1.0 0.4 -0.8 -0.432
C -0.73394 -3.01733 1.87831 -0.5 1.1 0.6 -0.443
C -0.98474 -1.53652 1.55719 -0.3 -0.2 0.5 -0.051
O 0.30644 -1.06128 0.92867 -0.1 0.2 -1.1 -0.670
C 1.23052 -2.27229 0.79211 -0.1 -0.4 0.4 -0.061
H 0.69926 -4.40530 1.01137 0.3 0.0 0.2 0.283
H -0.21550 -3.50460 -0.14999 -0.4 -0.1 -0.3 0.208
H -0.32204 -3.08949 2.87874 0.3 -0.1 0.1 0.244
H -1.66079 -3.57052 1.89761 -0.3 -0.2 -0.2 0.270
H -1.81058 -1.41964 0.83841 0.5 0.0 0.0 0.194
H -1.18562 -0.89293 2.43331 0.3 -0.4 -0.4 0.232
H 1.92847 -2.28905 1.64450 -0.4 0.3 -0.2 0.245
H 1.82209 -2.14772 -0.12563 -0.3 0.0 0.1 0.209
```
Forces are in eV/Å.

Properties
Frontier orbital gap (spin up / spin down): 5.38 / 5.38 eV
Electronic energy: -1198.5416 Ha
Lowest unoccupied orbital energy (spin up / spin down): -10.248 / -10.248 eV
Highest occupied orbital energy (spin up / spin down): -15.6 / -15.6 eV
Charge: +2
Relative energy (zero: lowest compared OMol25 entry of this formula, charge and spin): 61.31 kcal/mol

***

Please write out number 6 again, unchanged.
DFT (ωB97M-V/def2-TZVPD) results for C12H15ClO3Zr as an isolated structure in a non-equilibrium geometry.

The geometry in XYZ format:
```
32
Properties=species:S:1:pos:R:3:forces:R:3:nbo_charge:R:1
Cl 3.40202 2.51019 -1.80252 -1.2 -1.0 0.6 -0.366
C -0.68776 1.86266 1.17679 -1.2 0.4 -1.1 -0.295
C -1.77453 1.25797 0.42340 1.0 1.4 0.2 -0.271
C -1.66103 1.69266 -0.93754 0.3 0.8 0.9 -0.383
H -2.64702 0.76930 0.85945 0.5 -0.3 -0.2 0.295
C -0.56173 2.62325 -1.03587 -0.7 0.3 1.2 -0.114
C 0.06446 2.69875 0.27174 -1.5 0.0 -0.3 -0.391
H 0.86380 3.38290 0.52172 0.3 -0.2 0.0 0.321
H -0.61384 1.84982 2.26736 0.4 -0.3 -0.4 0.303
H -2.39438 1.52775 -1.71133 0.1 -0.2 -0.2 0.298
C -0.13574 3.34411 -2.25909 0.6 -0.2 -0.7 -0.679
Zr 0.42794 0.57376 -0.58748 3.1 -1.5 1.7 2.082
C -0.18630 -1.03708 -2.28527 -0.8 -5.1 -3.8 0.474
O -0.30027 -1.98168 -2.94793 0.5 4.7 3.2 -0.245
C 2.98756 0.76676 -0.47610 -0.9 0.6 -0.4 0.299
O 3.95501 0.25365 -0.15408 -0.2 -0.2 0.2 -0.397
H -0.41042 2.75102 -3.15034 0.1 0.4 0.2 0.242
H 0.96411 3.45870 -2.23636 -0.5 0.2 -0.2 0.292
H -0.60279 4.34452 -2.35202 0.1 -0.5 0.2 0.306
C 0.23735 -3.44232 0.83086 1.0 0.4 -0.8 -0.432
C -0.73394 -3.01733 1.87831 -0.5 1.1 0.6 -0.443
C -0.98474 -1.53652 1.55719 -0.3 -0.2 0.5 -0.051
O 0.30644 -1.06128 0.92867 -0.1 0.2 -1.1 -0.670
C 1.23052 -2.27229 0.79211 -0.1 -0.4 0.4 -0.061
H 0.69926 -4.40530 1.01137 0.3 0.0 0.2 0.283
H -0.21550 -3.50460 -0.14999 -0.4 -0.1 -0.3 0.208
H -0.32204 -3.08949 2.87874 0.3 -0.1 0.1 0.244
H -1.66079 -3.57052 1.89761 -0.3 -0.2 -0.2 0.270
H -1.81058 -1.41964 0.83841 0.5 0.0 0.0 0.194
H -1.18562 -0.89293 2.43331 0.3 -0.4 -0.4 0.232
H 1.92847 -2.28905 1.64450 -0.4 0.3 -0.2 0.245
H 1.82209 -2.14772 -0.12563 -0.3 0.0 0.1 0.209
```
Forces are in eV/Å.

Properties
Frontier orbital gap (spin up / spin down): 5.38 / 5.38 eV
Electronic energy: -1198.5416 Ha
Lowest unoccupied orbital energy (spin up / spin down): -10.248 / -10.248 eV
Highest occupied orbital energy (spin up / spin down): -15.6 / -15.6 eV
Charge: +2
Relative energy (zero: lowest compared OMol25 entry of this formula, charge and spin): 61.31 kcal/mol

***

What is the electronic energy in the first record?
-2132.9561 Ha